Record 1
DFT (ωB97M-V with the def2-TZVPD basis set) results for a gas-phase ion, C4H2ClO2 (charge -1) at a distorted geometry.

Geometry as ORCA input:
```
! RIJCOSX wB97M-V def2-TZVPD def2/J DEFGRID3
* xyz -1 1
O -1.5098 1.4296 -1.7029
C -1.2703 0.6813 -0.7511
C -1.5299 -0.1461 0.4134
O -2.1788 -0.7567 1.2945
C -0.2834 -0.0458 -0.0869
C 1.3177 -0.1815 0.2854
Cl 2.1831 -1.0912 -1.0050
H 1.4336 -0.8167 1.2075
H 1.8377 0.9271 0.3451
*
```

Frontier orbital gap, eV: 7.16
LUMO level, eV: 3.538
Energy relative to the best compared isomer or geometry (same formula, charge and spin), kcal per mole: 44.0
E_HOMO, eV: -3.62
SMILES string: O=c1c([O-])c1CCl

Here are the natural (NBO) charges for atoms 1 to 6, given in e:
1. O -0.704
2. C 0.415
3. C 0.376
4. O -0.737
5. C -0.265
6. C -0.417



Record 2
DFT (ωB97M-V with the def2-TZVPD basis set) results for 2 unconnected molecules or ions with the total composition C5H13NO at a distorted geometry.

Geometry as ORCA input:
```
! RIJCOSX wB97M-V def2-TZVPD def2/J DEFGRID3
* xyz 0 1
C -1.0170 -0.8239 2.2994
C -0.0302 -0.4066 1.2501
C 0.6186 0.7607 1.3066
C 1.4411 1.3242 0.1599
C 1.4378 0.5550 -1.1635
N 0.0937 0.5985 -1.7855
H -1.8823 -1.3247 1.8743
H -0.6084 -1.5467 2.9932
H -1.3812 -0.0176 2.9397
H 0.3960 -1.1525 0.6038
H 0.5813 1.4253 2.1641
H 2.4464 1.4200 0.6003
H 1.3510 2.4104 0.1014
H 2.1956 1.0321 -1.8096
H 1.8569 -0.4390 -1.0434
H 0.1099 1.3415 -2.4704
H -0.5110 0.9114 -1.0364
O -1.9601 -1.6924 -1.6554
H -1.2696 -1.0160 -1.5351
H -2.3650 -1.7529 -0.7822
*
```

Frontier orbital gap, eV: 10.12
LUMO level, eV: 0.951
Energy relative to the best compared isomer or geometry (same formula, charge and spin), kcal per mole: 39.9
E_HOMO, eV: -9.17
SMILES string: C/C=C/CCN.O

Here are the natural (NBO) charges for atoms 1 to 6, given in e:
1. C -0.641
2. C -0.231
3. C -0.167
4. C -0.475
5. C -0.228
6. N -0.847



Record 3
DFT (ωB97M-V with the def2-TZVPD basis set) results for 3 unconnected molecules or ions with the total composition CH9N2O2 at a distorted geometry.

Geometry as ORCA input:
```
! RIJCOSX wB97M-V def2-TZVPD def2/J DEFGRID3
* xyz 2 2
N -0.4301 -0.2695 0.2902
C 0.5159 0.2827 -0.5079
N 0.6267 0.0332 -1.7740
H -1.1376 -0.9204 -0.1941
H -0.5925 0.2665 1.1592
H 1.2861 0.8773 -0.0126
H 1.4868 0.2911 -2.2814
H -0.0157 -0.5706 -2.2973
H -3.5000 -1.5201 -0.0285
H -3.0602 -1.4482 -1.4510
O -2.8416 -1.0744 -0.5832
H 2.9571 1.7360 1.8685
H 2.4814 1.1705 3.1867
O 2.3363 1.0915 2.2344
*
```

Frontier orbital gap (spin up / spin down), eV: 8.15 / 3.14
LUMO level (spin up / spin down), eV: -10.516 / -15.518
Energy relative to the best compared isomer or geometry (same formula, charge and spin), kcal per mole: 11.0
E_HOMO (spin up / spin down), eV: -18.66 / -18.65

Here are the natural (NBO) charges for atoms 1 to 6, given in e:
1. N -0.257
2. C 0.320
3. N -0.410
4. H 0.484
5. H 0.491
6. H 0.313



Record 4
DFT (ωB97M-V with the def2-TZVPD basis set) results for 11 unconnected molecules or ions with the total composition C19H53F3N22O12P at a distorted geometry.

Geometry as ORCA input:
```
! RIJCOSX wB97M-V def2-TZVPD def2/J DEFGRID3
* xyz 1 1
C 5.4061 -0.9375 -2.9400
P 4.6317 0.3127 -1.7873
O 5.9433 1.1945 -1.1734
N 3.4895 1.4332 -2.7318
C 3.8669 2.8800 -2.5997
C 3.1018 3.8299 -3.5811
O 2.8830 3.2185 -4.8552
C 1.7820 4.4775 -2.9998
F 1.4731 4.1053 -1.7268
F 1.9605 5.8510 -2.9563
F 0.7291 4.2864 -3.8553
C 2.0767 1.1567 -2.3398
C 1.0232 1.2489 -3.3626
C -0.3515 1.0116 -2.9244
C -0.5503 0.6650 -1.5211
N 0.4034 0.5715 -0.5539
C 1.6581 0.8358 -0.9876
H 6.1869 -0.4805 -3.6101
H 4.6250 -1.5151 -3.4898
H 5.9706 -1.6455 -2.2674
H 5.6524 1.9714 -0.6654
H 3.6185 1.1503 -3.7216
H 4.9574 2.9494 -2.8745
H 3.7662 3.1589 -1.5180
H 3.7938 4.6939 -3.7887
H 3.2984 3.8201 -5.5148
H 1.2130 1.4910 -4.4294
H -1.1678 1.1044 -3.6740
H -1.6093 0.4814 -1.1976
H 2.4685 0.8026 -0.2164
C 1.8157 -3.6914 -0.7335
O 2.5632 -4.5049 -1.2541
N 1.0197 -3.9976 0.3247
N 1.7174 -2.4058 -1.1710
H 0.3994 -3.3429 0.7647
H 1.0652 -4.9385 0.6756
H 2.2906 -2.1441 -1.9522
H 1.1104 -1.7196 -0.7594
C -3.8841 0.2716 1.0724
O -3.0287 0.0449 0.2174
N -3.9876 1.4748 1.7009
N -4.7908 -0.6471 1.4618
H -4.6777 1.6788 2.4007
H -3.3304 2.1877 1.4397
H -4.7474 -1.5491 1.0212
H -5.5022 -0.4728 2.1658
C -5.3595 -0.0775 5.0390
O -5.7268 -0.4986 3.9453
N -4.0877 -0.2394 5.4904
N -6.1878 0.5799 5.8822
H -3.7649 0.0947 6.3791
H -3.4455 -0.7245 4.8884
H -7.1365 0.7156 5.5808
H -5.9094 0.9303 6.7798
C -8.4851 -1.8172 7.7952
O -8.1647 -0.6506 7.9621
N -8.8072 -2.3261 6.5755
N -8.5480 -2.7137 8.8192
H -9.0722 -3.2836 6.4210
H -8.7731 -1.6976 5.7925
H -8.3169 -2.3791 9.7383
H -8.8062 -3.6758 8.7016
C -11.0843 -5.9293 8.2669
O -10.2093 -6.1536 7.4445
N -11.2070 -4.7219 8.8831
N -12.0042 -6.8605 8.6343
H -11.9133 -4.5059 9.5617
H -10.5405 -4.0155 8.6299
H -11.9416 -7.7635 8.1976
H -12.7290 -6.6942 9.3071
C 9.5874 -0.7278 -2.3352
O 9.1659 -1.1429 -3.4058
N 10.8842 -0.8694 -1.9519
N 8.7885 -0.0889 -1.4394
H 11.2477 -0.5361 -1.0787
H 11.5025 -1.3377 -2.5911
H 7.8292 0.0314 -1.6928
H 9.1053 0.2633 -0.5533
C -3.2369 5.2781 -3.6942
O -3.6273 4.8278 -4.7572
N -1.9419 5.1618 -3.2830
N -4.0580 5.9343 -2.8284
H -1.5959 5.5234 -2.4139
H -1.3103 4.6843 -3.8972
H -5.0201 6.0385 -3.0996
H -3.7562 6.3119 -1.9500
C 1.9600 5.9518 -7.6086
O 2.9221 5.2465 -7.3222
N 2.0878 7.2663 -7.9195
N 0.6881 5.4759 -7.6389
H 1.3159 7.8612 -8.1571
H 3.0157 7.6526 -7.9078
H 0.5558 4.5055 -7.4147
H -0.1121 6.0351 -7.8706
C 3.2103 -8.6184 -3.1086
O 3.7311 -9.6369 -3.5291
N 3.9287 -7.5824 -2.5955
N 1.8598 -8.4270 -3.1155
H 3.5167 -6.7358 -2.2445
H 4.9276 -7.6850 -2.5729
H 1.2941 -9.1694 -3.4868
H 1.4126 -7.5965 -2.7744
C 6.8534 1.1765 2.6293
O 7.6806 0.9609 1.7575
N 6.7478 2.3798 3.2581
N 5.9666 0.2317 3.0469
H 6.0767 2.5774 3.9769
H 7.3879 3.1019 2.9767
H 6.0158 -0.6702 2.6055
H 5.2802 0.3872 3.7615
*
```

Frontier orbital gap, eV: 7.83
LUMO level, eV: -2.783
E_HOMO, eV: -10.62

Here are the Mulliken charges for atoms 1 to 6, given in e:
1. C -1.311
2. P 0.452
3. O -0.541
4. N 0.322
5. C -1.064
6. C -0.402



Record 5
DFT (ωB97M-V with the def2-TZVPD basis set) results for a molecular structure, C11H14Br5GeO2PtSe.

Geometry as ORCA input:
```
! RIJCOSX wB97M-V def2-TZVPD def2/J DEFGRID3
* xyz 1 1
Pt 1.5051 -0.0242 2.3103
Br 5.0533 -4.8844 -1.7382
C 3.7349 -4.1243 -0.6833
C 2.5491 -4.9677 -0.3244
Br 2.4796 -6.7095 -0.9700
C 1.5494 -4.4932 0.4432
Br 0.0377 -5.4484 0.9473
C 1.6225 -3.1197 0.9500
O 0.8092 -2.5868 1.6567
C 2.8380 -2.2603 0.5515
O 2.8759 -1.1019 0.9538
C 3.8718 -2.8411 -0.2691
Br 5.3124 -1.7315 -0.6891
C -3.8453 0.8626 0.4028
Ge -2.5585 2.1341 -0.3075
C -1.9459 1.6344 -2.0935
C -3.1711 3.9771 -0.2790
C -0.9887 2.0711 0.9368
Se 0.2314 0.6307 0.4999
C 1.5218 1.6699 -0.5074
H -4.6552 0.6932 -0.3063
H -4.2757 1.2375 1.3312
H -3.3680 -0.0969 0.6067
H -2.7898 1.6492 -2.7835
H -1.5181 0.6314 -2.1205
H -1.2068 2.3468 -2.4635
H -4.0384 4.0945 -0.9288
H -2.3845 4.6408 -0.6386
H -3.4552 4.2849 0.7267
H -1.3247 1.8829 1.9528
H -0.4121 2.9949 0.9292
H 1.0370 1.9665 -1.4358
H 2.3799 1.0351 -0.7110
H 1.8153 2.5349 0.0799
Br 0.7138 1.4175 3.9708
*
```

Frontier orbital gap, eV: 6.10
LUMO level, eV: -5.903
Energy relative to the best compared isomer or geometry (same formula, charge and spin), kcal per mole: 25.7
E_HOMO, eV: -12.00

Here are the natural (NBO) charges for atoms 1 to 6, given in e:
1. Pt 0.553
2. Br 0.251
3. C -0.112
4. C -0.114
5. Br 0.223
6. C -0.232



Record 6
DFT (ωB97M-V with the def2-TZVPD basis set) results for a molecular structure, C36H36As3MoOS4 at a distorted geometry.

Geometry as ORCA input:
```
! RIJCOSX wB97M-V def2-TZVPD def2/J DEFGRID3
* xyz 3 1
Mo 0.0302 1.4011 0.2282
C 2.6723 0.4133 2.8517
C 3.4290 1.0886 1.7152
As 2.5388 0.5886 0.0705
C 2.5532 -1.3211 -0.1055
C 3.6668 -1.9739 0.4310
C 3.7082 -3.3316 0.4653
C 2.6829 -4.0860 -0.0664
C 1.6431 -3.4791 -0.7128
C 1.5690 -2.0766 -0.7314
C 3.6128 1.2878 -1.4204
C 3.8738 0.5483 -2.5593
C 4.6355 1.0787 -3.5695
C 5.1186 2.3877 -3.4945
C 4.7910 3.1671 -2.3873
C 4.0478 2.6151 -1.3482
As 0.7516 0.5583 2.6686
C -0.1169 1.2190 4.2666
C -1.2013 0.6228 4.8265
C -1.8579 1.1996 5.9361
C -1.4083 2.4230 6.4447
C -0.2761 3.0145 5.9230
C 0.3655 2.4269 4.8321
C 0.1416 -1.2783 2.3995
C -1.1956 -1.4864 2.0002
C -1.7317 -2.7807 1.9935
C -0.9456 -3.8571 2.3743
C 0.3530 -3.6520 2.7860
C 0.9486 -2.3496 2.8114
H 2.9279 0.8316 3.8005
H 2.9084 -0.6417 2.8440
H 4.4261 0.7062 1.6261
H 3.4819 2.1520 1.6544
H 4.4861 -1.4248 0.8844
H 4.5924 -3.7993 0.8501
H 2.7058 -5.1721 0.0149
H 0.8970 -4.1277 -1.1592
H 0.7501 -1.5878 -1.1898
H 3.5901 -0.4991 -2.5998
H 4.8830 0.4324 -4.3914
H 5.7657 2.7893 -4.2658
H 5.1145 4.1976 -2.3823
H 3.7517 3.2125 -0.4885
H -1.4821 -0.3556 4.4887
H -2.6781 0.6767 6.3997
H -1.9561 2.9297 7.2204
H 0.0955 3.9459 6.2553
H 1.2169 2.9210 4.3562
H -1.8233 -0.6436 1.7327
H -2.7666 -2.9391 1.7399
H -1.3569 -4.8520 2.3209
H 0.9153 -4.5290 3.0741
H 1.9401 -2.2313 3.2273
S -1.4816 5.8044 1.6171
As -2.1807 4.2773 0.5997
S -1.4240 2.3572 1.6952
S 0.8150 3.0142 -0.5680
S -2.8915 3.9871 -1.2322
C -6.1500 -0.9442 -4.7701
C -4.8987 -0.5613 -4.0795
C -4.8869 -0.3623 -2.6824
C -3.7239 -0.0707 -2.0013
C -3.7719 0.0178 -0.5052
C -2.5026 0.1119 -2.7897
C -1.2642 0.2445 -2.2510
O -0.8862 0.2579 -0.9567
C -2.5466 -0.1071 -4.2899
C -1.3469 -0.0006 -5.1570
C -3.7366 -0.4204 -4.8543
H -6.2464 -2.0281 -4.6498
H -6.1589 -0.7692 -5.8580
H -7.0198 -0.4185 -4.3138
H -5.8054 -0.5914 -2.1325
H -4.7816 -0.1708 -0.1986
H -3.4361 1.0023 -0.1562
H -3.1424 -0.7261 -0.0563
H -0.4467 0.3590 -2.9175
H -0.8347 0.9458 -5.0385
H -1.6148 -0.1235 -6.2029
H -0.6529 -0.8270 -4.9346
H -3.7682 -0.6182 -5.9580
*
```

Frontier orbital gap, eV: 6.14
LUMO level, eV: -10.205
Energy relative to the best compared isomer or geometry (same formula, charge and spin), kcal per mole: 36.2
E_HOMO, eV: -16.34

Here are the Mulliken charges for atoms 1 to 6, given in e:
1. Mo 0.330
2. C -0.987
3. C -0.940
4. As 0.351
5. C 0.956
6. C -0.600



Record 7
DFT (ωB97M-V with the def2-TZVPD basis set) results for a molecular structure, C29H33N3PRe at a distorted geometry.

Geometry as ORCA input:
```
! RIJCOSX wB97M-V def2-TZVPD def2/J DEFGRID3
* xyz 3 2
Re -0.3644 0.0359 0.3948
C -0.9269 2.8760 -1.0092
N -1.6013 1.7880 -0.2881
C -2.1907 2.3230 0.9621
C -2.6667 1.1732 -1.0801
C -3.4642 1.8333 -1.9892
C -4.4464 1.1282 -2.6853
C -4.6236 -0.2338 -2.4823
C -3.8748 -0.9026 -1.5320
C -2.9149 -0.1975 -0.7910
N -2.1228 -0.7150 0.2186
C -2.5934 -1.6502 1.1050
C -3.9448 -1.9864 1.2980
C -4.2993 -2.8758 2.2915
C -3.3224 -3.4428 3.1020
C -1.9793 -3.1062 2.9397
C -1.6091 -2.2013 1.9687
N -0.2259 -1.7942 1.7056
C 0.4516 -2.9418 1.0706
C 0.4767 -1.4270 2.9478
H -1.5883 3.7332 -1.1478
H -0.5901 2.5297 -1.9830
H -0.0641 3.2121 -0.4349
H -2.9308 3.0935 0.7351
H -1.4101 2.7676 1.5812
H -2.6946 1.5357 1.5295
H -3.3615 2.8911 -2.1729
H -5.0679 1.6543 -3.3940
H -5.3540 -0.7705 -3.0679
H -3.9839 -1.9698 -1.4066
H -4.7054 -1.5075 0.7015
H -5.3388 -3.1166 2.4494
H -3.6043 -4.1382 3.8785
H -1.2527 -3.5648 3.5926
H 0.4130 -3.8162 1.7223
H 1.4960 -2.7005 0.8816
H -0.0389 -3.1945 0.1296
H 0.5023 -2.2558 3.6560
H -0.0231 -0.5850 3.4316
H 1.5108 -1.1683 2.7117
C 2.5328 1.8078 1.7053
P 1.9268 0.8333 0.2890
C 2.2299 1.8725 -1.1879
C 2.8867 3.0967 -1.1107
C 3.0134 3.8690 -2.2540
C 2.5253 3.4105 -3.4690
C 1.8902 2.1766 -3.5538
C 1.7351 1.4138 -2.4117
C 3.1321 -0.5206 0.0631
C 2.7787 -1.5541 -0.8104
C 3.6330 -2.6223 -1.0083
C 4.8421 -2.6671 -0.3220
C 5.2010 -1.6376 0.5362
C 4.3566 -0.5549 0.7267
H 3.5666 2.1152 1.5408
H 2.4918 1.2117 2.6166
H 1.9256 2.7023 1.8450
H 3.2806 3.4702 -0.1792
H 3.5006 4.8292 -2.1905
H 2.6408 4.0134 -4.3571
H 1.5083 1.8259 -4.5009
H 1.2163 0.4609 -2.4625
H 1.8268 -1.5143 -1.3330
H 3.3677 -3.4190 -1.6875
H 5.5061 -3.5076 -0.4602
H 6.1489 -1.6649 1.0519
H 4.6653 0.2408 1.3832
*
```

Frontier orbital gap (spin up / spin down), eV: 4.94 / 4.77
LUMO level (spin up / spin down), eV: -12.010 / -12.178
Energy relative to the best compared isomer or geometry (same formula, charge and spin), kcal per mole: 44.9
E_HOMO (spin up / spin down), eV: -16.95 / -16.95

Here are the natural (NBO) charges for atoms 1 to 6, given in e:
1. Re 1.259
2. C -0.435
3. N -0.455
4. C -0.425
5. C 0.147
6. C -0.224



Record 8
DFT (ωB97M-V with the def2-TZVPD basis set) results for 3 unconnected molecules or ions with the total composition C35H56O8 at a distorted geometry.

Geometry as ORCA input:
```
! RIJCOSX wB97M-V def2-TZVPD def2/J DEFGRID3
* xyz 0 1
C -6.2553 5.5958 3.1794
O -5.3171 4.4833 3.3065
C -3.9424 4.9697 3.2144
C -3.4434 5.1985 1.7024
C -3.8503 3.9895 0.7152
C -2.7046 2.8443 0.5999
C -3.2013 1.8469 -0.5822
C -2.5326 0.3921 -0.3534
C -2.4485 -0.4956 -1.6851
C -1.6319 -1.8937 -1.4794
C -2.5411 -2.8630 -0.5806
C -1.7250 -4.1542 0.0059
C -1.8829 -4.2713 1.6286
C -0.4803 -3.7608 2.2395
C -0.0745 -2.4439 1.8399
C 1.3485 -1.9116 2.3859
O 1.5586 -0.7069 2.6962
C 2.4814 -3.0577 2.4886
C 3.9731 -2.7557 2.1367
C 4.4852 -1.2979 1.6467
C 3.6339 -0.8322 0.3394
C 4.5489 -0.3214 -0.8806
C 4.1315 1.1384 -1.4252
O 3.4949 1.1061 -2.7446
C 2.0961 0.7445 -2.6322
C 4.9665 -3.9521 2.2396
C 4.5178 -5.3831 2.7080
C 3.0229 -5.6864 3.0588
C 2.0336 -4.5038 2.9238
C 0.4505 -4.6666 3.2026
O 0.0003 -5.4035 4.1121
H -5.7386 6.4388 2.6095
H -6.5711 5.9325 4.2284
H -7.1907 5.1864 2.6679
H -3.2316 4.1929 3.6928
H -3.8494 5.9813 3.7582
H -4.0003 6.1373 1.3145
H -2.3115 5.3591 1.6815
H -4.8308 3.4757 0.9909
H -3.9895 4.4073 -0.3555
H -2.6078 2.2981 1.5980
H -1.6741 3.2788 0.3320
H -4.3326 1.6960 -0.3933
H -3.0350 2.2710 -1.6276
H -3.1821 -0.1416 0.4300
H -1.4744 0.4847 0.0730
H -3.5175 -0.8025 -1.9868
H -2.0312 0.1019 -2.5818
H -1.4537 -2.3060 -2.5453
H -0.5910 -1.6816 -1.0520
H -3.4515 -3.2110 -1.1713
H -2.8468 -2.2626 0.3560
H -0.6122 -4.0634 -0.2944
H -2.1118 -5.0902 -0.5315
H -1.9132 -5.4064 1.8384
H -2.7907 -3.7125 2.0285
H -0.6742 -1.7784 1.1410
H 5.5560 -1.4736 1.2589
H 4.4390 -0.5358 2.5012
H 2.9422 -1.6866 -0.0247
H 2.9079 0.0282 0.6082
H 5.6338 -0.2652 -0.5222
H 4.4777 -1.0414 -1.7684
H 3.4440 1.7101 -0.6911
H 5.0774 1.7775 -1.5563
H 1.4722 1.5084 -3.2136
H 1.7157 0.7268 -1.5451
H 1.9063 -0.2902 -3.0824
H 6.0719 -3.7910 1.9619
H 5.2438 -6.2565 2.7725
H 2.6782 -6.7236 3.3876
C -7.7480 -2.0659 -0.3957
C -7.3182 -0.6204 -0.5456
O -6.3100 -0.4857 -1.5588
C -6.5671 -0.3602 -2.8776
C -7.9537 -0.6431 -3.3815
O -5.6695 -0.0938 -3.6495
H -8.1980 -2.4497 -1.3137
H -8.4733 -2.1695 0.4144
H -6.8844 -2.6993 -0.1783
H -8.1583 0.0516 -0.7368
H -6.8599 -0.2840 0.3876
H -8.0081 -1.6796 -3.7160
H -8.1542 0.0194 -4.2257
H -8.7357 -0.4517 -2.6502
C 9.5209 1.4772 -3.4774
C 8.2288 2.0526 -2.9335
O 7.9900 1.6029 -1.5907
C 8.5048 2.1840 -0.4908
C 9.6074 3.1929 -0.6427
O 8.1279 1.8373 0.6060
H 10.3849 1.8073 -2.8968
H 9.6679 1.7774 -4.5173
H 9.5034 0.3858 -3.4251
H 8.1947 3.1431 -2.9935
H 7.3922 1.6839 -3.5320
H 10.5692 2.6909 -0.5323
H 9.4987 3.9415 0.1444
H 9.5819 3.7346 -1.5855
*
```

Frontier orbital gap, eV: 7.98
LUMO level, eV: -0.871
E_HOMO, eV: -8.85
SMILES string: COCCCCCCCCCCCC1=CC(=O)c2c(CCCCOC)cccc2C1=O.CCOC(C)=O.CCOC(C)=O

Here are the Mulliken charges for atoms 1 to 6, given in e:
1. C -0.581
2. O -0.378
3. C -0.520
4. C -0.568
5. C -0.481
6. C -0.605



> What is the formula in the fifth record?

C11H14Br5GeO2PtSe